No. 1
{
  "formula": "C5H21N2O4",
  "method": "ωB97M-V/def2-TZVPD",
  "symbols": ["C", "C", "C", "N", "C", "C", "N", "H", "H", "H", "H", "H", "H", "H", "H", "H", "H", "H", "H", "H", "H", "H", "O", "H", "H", "O", "H", "H", "O", "H", "H", "O"],
  "xyz": [[0.0669, -1.4790, -0.9113], [-1.2290, -1.4347, -0.1383], [-1.4064, -0.1386, 0.6465], [1.2555, 1.3836, 2.7391], [0.3051, 0.5059, 2.2506], [-0.1496, 0.5721, 1.0010], [-0.0792, -0.9946, -2.3775], [0.4166, -2.5410, -1.0208], [0.9709, -0.9753, -0.5290], [-2.1193, -1.6722, -0.7902], [-1.0592, -2.3001, 0.5219], [-1.9468, -0.3609, 1.5719], [-2.0733, 0.5841, 0.1132], [1.6565, 2.0476, 2.0970], [1.6252, 1.3141, 3.6728], [0.0141, -0.1117, 3.1115], [0.3101, 1.1805, 0.2486], [0.3151, -0.0823, -2.6542], [0.6172, -1.6275, -2.8059], [-0.9519, -1.4000, -2.7391], [-3.2505, -0.3038, -3.8607], [-3.6141, -1.7230, -3.4488], [-2.9399, -1.0436, -3.3279], [4.7881, 1.6328, 0.9866], [4.4921, 1.9935, 2.4110], [4.0881, 2.0079, 1.5343], [-2.5633, -0.6478, 4.9614], [-2.6498, 0.4203, 3.7935], [-2.0616, -0.1002, 4.3461], [3.1472, 1.6018, -3.9385], [1.8244, 2.2642, -3.5857], [2.2007, 1.4279, -3.8792]],
  "atomic_forces_ev_per_a": [[0.9, -0.9, -1.1], [0.2, -0.5, -0.2], [-1.1, 0.6, -0.1], [-0.1, -0.2, -0.6], [1.7, 1.5, 1.9], [-0.8, -1.0, 0.4], [2.1, -2.4, 0.0], [-0.6, 0.8, -0.1], [-0.9, 0.2, 0.3], [1.0, 0.1, 0.6], [-0.6, 0.4, 0.2], [0.0, -0.1, -0.1], [0.4, -0.6, 0.1], [0.3, 0.0, 0.3], [-0.1, -0.1, -0.3], [-0.8, -0.2, -1.0], [0.3, 0.6, -0.1], [-1.2, 0.1, 0.2], [-0.2, 0.5, -0.3], [-0.5, 1.5, -0.4], [0.0, 0.1, 0.0], [0.1, 0.0, 0.0], [0.1, -0.2, 0.0], [-0.1, 0.1, -0.1], [-0.2, 0.1, 0.0], [0.4, -0.1, 0.1], [-0.2, 0.3, -0.3], [-0.3, -0.1, 0.3], [0.5, -0.2, 0.0], [0.0, -0.1, 0.0], [0.0, 0.1, -0.1], [-0.2, -0.1, 0.3]],
  "nbo_charge": [-0.21, -0.44, -0.43, -0.80, 0.05, -0.40, -0.72, 0.21, 0.25, 0.23, 0.23, 0.23, 0.21, 0.39, 0.39, 0.23, 0.19, 0.46, 0.43, 0.47, 0.49, 0.49, -0.97, 0.47, 0.47, -0.94, 0.48, 0.48, -0.96, 0.49, 0.48, -0.96],
  "homo_ev": -10.212,
  "charge": 1,
  "homo_lumo_gap_ev": 7.42,
  "energy_ha": -613.302361,
  "spin_multiplicity": 1
}

***

No. 2
{
  "formula": "C5H21N2O4S",
  "method": "ωB97M-V/def2-TZVPD",
  "symbols": ["N", "C", "C", "S", "C", "N", "C", "C", "H", "H", "H", "H", "H", "H", "H", "H", "H", "H", "H", "H", "H", "H", "H", "O", "H", "H", "O", "H", "H", "O", "H", "H", "O"],
  "xyz": [[-2.5604, -1.6360, 0.0793], [-1.2505, -1.0151, -0.2870], [-0.0960, -1.9869, -0.1154], [0.2360, -2.3741, 1.6406], [-1.2011, -0.4451, -1.7402], [-0.0444, 0.5400, -1.8010], [-0.2028, 1.3724, -3.0147], [-0.0947, 2.8765, -2.6003], [-2.5814, -2.6120, -0.2419], [-2.6266, -1.6929, 1.0901], [-1.0433, -0.1862, 0.4245], [-0.3068, -2.9790, -0.5401], [0.7987, -1.5957, -0.5819], [-2.0246, 0.2490, -1.9532], [-0.9509, -1.1483, -2.5485], [-0.1696, 1.1196, -0.9632], [-1.1298, 1.3115, -3.5936], [0.5792, 1.0567, -3.7237], [0.9927, 3.0276, -2.5969], [-0.3579, 3.1007, -1.6075], [-0.3830, 3.6180, -3.4058], [1.0721, 0.7798, 2.7498], [-0.4308, 0.8315, 3.2378], [0.2728, 1.3902, 2.8915], [-1.7916, 3.0925, 2.0150], [-0.5683, 2.2897, 2.0634], [-1.0333, 2.9833, 1.4273], [2.7455, -0.9796, -1.0852], [1.8122, 0.3272, -1.1886], [2.7204, -0.0324, -1.2023], [2.8182, -0.2062, 1.3483], [1.4452, -0.6317, 1.8763], [2.2648, -0.0796, 2.1278]],
  "atomic_forces_ev_per_a": [[0.3, 0.3, -0.7], [-0.2, -0.7, -0.6], [0.1, -0.8, 0.9], [0.0, 0.3, 0.2], [1.1, 1.5, 0.9], [-1.1, -0.2, 0.0], [0.3, 1.2, 0.5], [2.6, -0.3, -2.9], [0.2, 0.5, 0.1], [0.3, 0.0, -0.1], [-0.4, -0.2, -0.5], [-0.2, 0.4, -0.5], [0.1, 0.1, -0.2], [-0.7, -1.1, -0.1], [-0.8, -0.2, 0.4], [-0.1, 0.1, -0.5], [-0.4, -0.8, 0.6], [-0.1, 0.5, 0.1], [0.1, 0.3, 0.3], [-1.2, 0.3, 1.1], [-0.4, -0.9, 1.1], [-0.7, 1.2, -0.2], [0.2, -0.3, 0.1], [0.5, -1.0, 0.9], [-0.4, 0.6, -0.5], [0.2, 1.3, -2.0], [0.0, -1.3, 1.7], [-0.6, -0.2, 0.0], [-0.1, -1.0, -0.3], [1.0, 0.9, 0.1], [0.0, 0.4, 0.0], [0.8, -0.6, 0.4], [-0.6, -0.5, -0.3]],
  "nbo_charge": [-0.85, -0.09, -0.53, -0.67, -0.21, -0.66, -0.22, -0.64, 0.34, 0.37, 0.20, 0.19, 0.18, 0.18, 0.19, 0.37, 0.17, 0.18, 0.21, 0.23, 0.20, 0.53, 0.48, -0.98, 0.44, 0.49, -1.01, 0.47, 0.51, -1.00, 0.49, 0.48, -1.04],
  "homo_ev": -3.565,
  "charge": -1,
  "homo_lumo_gap_ev": 6.94,
  "energy_ha": -1011.779586,
  "spin_multiplicity": 1
}

***

No. 3
{
  "formula": "C5H21NO4S2",
  "method": "ωB97M-V/def2-TZVPD",
  "symbols": ["S", "C", "C", "C", "N", "C", "C", "S", "H", "H", "H", "H", "H", "H", "H", "H", "H", "H", "H", "H", "H", "O", "H", "H", "O", "H", "H", "O", "H", "H", "O", "H", "H"],
  "xyz": [[-0.6002, 0.7024, 2.9831], [0.4743, 1.5091, 1.7237], [1.9284, 1.0036, 1.6342], [2.0499, -0.1860, 0.6825], [1.5491, -1.3799, 1.3632], [1.3775, -2.5961, 0.5919], [0.1901, -2.7432, -0.3887], [0.5957, -2.4548, -2.1154], [-1.6819, 0.7325, 2.1743], [-0.0577, 1.6756, 0.7931], [0.6234, 2.5490, 2.0653], [2.1848, 0.6875, 2.6483], [2.5037, 1.8022, 1.1523], [3.0170, -0.5193, 0.2394], [1.6005, 0.0508, -0.2928], [0.7241, -1.1864, 1.9165], [2.3082, -2.8257, 0.0696], [1.1607, -3.3483, 1.3627], [-0.4053, -3.6592, -0.2443], [-0.6096, -2.1143, 0.0215], [1.8639, -2.0197, -1.9549], [-3.0503, 2.7421, -1.1800], [-2.7490, 1.9851, -0.6249], [-2.2500, 2.9471, -1.6686], [0.3368, 0.5052, -3.5397], [0.3635, -0.3673, -3.1324], [0.8044, 0.4528, -4.3709], [-3.2461, 0.7870, 0.7988], [-3.8380, 1.1768, 1.4357], [-3.8509, 0.3092, 0.2022], [-0.0573, 2.4779, -1.7911], [0.8592, 2.7894, -1.7063], [-0.0171, 1.7551, -2.4576]],
  "atomic_forces_ev_per_a": [[0.0, 0.1, -0.8], [0.6, 1.8, 0.8], [-0.7, -0.9, -1.5], [0.2, -1.4, -0.6], [-0.3, 0.0, -0.8], [-0.4, -0.5, 0.8], [-1.0, 0.5, 1.3], [0.0, 0.0, -0.4], [0.2, -0.2, 0.4], [0.0, -0.7, -0.3], [-0.4, -0.3, 0.2], [0.8, 0.4, -0.2], [0.2, 0.1, 0.8], [0.4, 0.7, 1.1], [-1.1, 0.2, 0.2], [-0.1, 0.1, 0.0], [0.1, -0.2, 0.2], [0.5, -0.2, -0.3], [1.1, -0.5, -0.6], [0.3, 1.0, -0.6], [-0.3, -0.1, 0.2], [0.3, -0.9, 0.4], [-0.5, 0.9, -0.3], [0.3, 0.3, -0.2], [-0.1, 0.2, -0.1], [-0.1, -0.4, 0.1], [0.1, 0.0, -0.3], [-0.3, -0.8, -0.6], [-0.3, 0.4, 0.4], [0.4, 0.2, 0.2], [0.3, 0.0, 0.0], [-0.5, -0.2, -0.1], [0.2, 0.5, 0.3]],
  "nbo_charge": [-0.10, -0.52, -0.42, -0.22, -0.64, -0.22, -0.57, -0.05, 0.16, 0.25, 0.21, 0.22, 0.22, 0.18, 0.16, 0.38, 0.19, 0.21, 0.23, 0.22, 0.13, -0.97, 0.48, 0.48, -0.97, 0.49, 0.49, -0.95, 0.48, 0.49, -1.00, 0.47, 0.50],
  "homo_ev": -8.617,
  "charge": 0,
  "homo_lumo_gap_ev": 8.97,
  "energy_ha": -1355.146750,
  "smiles": "SCCCNCCS.O.O.O.O",
  "spin_multiplicity": 1
}

***

No. 4
{
  "formula": "C5H21NO6",
  "method": "ωB97M-V/def2-TZVPD",
  "symbols": ["C", "C", "C", "C", "C", "N", "H", "H", "H", "H", "H", "H", "H", "H", "H", "O", "H", "H", "O", "H", "H", "O", "H", "H", "O", "H", "H", "O", "H", "H", "O", "H", "H"],
  "xyz": [[2.5367, -0.9000, -2.0644], [2.5535, -1.2703, -0.7716], [2.0500, -0.3168, 0.1947], [2.8656, 0.3022, 1.0170], [2.4359, 1.4387, 1.7748], [1.2248, 2.1530, 1.3120], [3.1736, -1.4916, -2.6866], [2.0630, -0.0243, -2.3952], [3.1229, -2.1270, -0.3556], [0.9856, -0.0193, -0.1103], [3.9505, 0.1920, 0.9322], [2.1404, 1.2715, 2.8364], [3.3662, 2.0897, 1.6617], [0.4966, 1.8199, 1.8873], [0.8947, 1.7736, 0.4010], [-2.0039, -3.3878, -2.2011], [-1.6719, -3.8066, -1.3274], [-1.2358, -3.3480, -2.7938], [-0.6274, 1.4589, -1.5040], [-0.7260, 0.9670, -2.2700], [-1.0481, 0.9959, -0.7139], [-1.6276, 1.3293, 2.5474], [-2.2212, 1.3423, 3.2015], [-1.4874, 2.3356, 2.3429], [-3.1493, 1.5127, 0.3446], [-2.5518, 1.2905, 1.0853], [-3.9981, 1.5411, 0.5393], [-3.4611, -1.0079, 1.5338], [-3.0088, -0.5298, 0.9829], [-3.8225, -1.7600, 1.0454], [-0.1972, -1.2841, -2.4564], [-0.9112, -1.8349, -2.2793], [-0.1109, -0.7054, -1.7108]],
  "atomic_forces_ev_per_a": [[1.4, -2.2, 2.0], [1.0, 0.1, -1.0], [-1.8, -0.4, -1.4], [-0.2, -0.8, -0.5], [0.1, 3.0, 1.2], [0.2, -0.5, -1.6], [-0.2, -0.1, -1.0], [-0.5, 0.9, -0.5], [-0.4, 0.4, -0.8], [1.5, -0.1, 1.4], [-0.4, -0.7, 0.3], [1.3, -0.2, -0.4], [-1.4, 0.0, 0.9], [-0.9, -0.2, 1.0], [0.8, 0.8, 0.4], [0.8, -0.9, 2.0], [-0.6, 1.0, -2.3], [-0.2, -0.6, 0.2], [0.2, 1.0, 4.2], [-0.7, -1.7, -2.2], [0.3, 0.9, -2.1], [4.2, 3.0, -4.5], [-3.7, -0.2, 4.2], [-0.2, -2.6, 0.6], [6.8, -0.2, -2.3], [-1.0, 0.3, 0.2], [-5.9, 0.0, 1.9], [-4.2, -4.9, 5.0], [3.9, 4.2, -5.1], [0.2, 0.3, 0.1], [1.8, 1.2, -1.4], [-2.3, -1.2, 0.8], [0.2, 0.2, 0.6]],
  "nbo_charge": [-0.35, -0.23, -0.23, -0.21, -0.25, -0.82, 0.20, 0.20, 0.21, 0.18, 0.21, 0.20, 0.18, 0.34, 0.36, -0.94, 0.48, 0.48, -0.94, 0.48, 0.48, -0.93, 0.48, 0.49, -0.98, 0.48, 0.47, -0.93, 0.46, 0.47, -0.95, 0.47, 0.46],
  "homo_ev": -8.581,
  "charge": 0,
  "homo_lumo_gap_ev": 8.73,
  "energy_ha": -709.140482,
  "smiles": "C=C/C=C/CN.O.O.O.O.O.O",
  "spin_multiplicity": 1
}